Entry from the OMol25 dataset: a 5-piece molecular cluster, C20H40O5 overall (ωB97M-V/def2-TZVPD).

The geometry in XYZ format:
```
65
Properties=species:S:1:pos:R:3:mulliken_charge:R:1
O 1.2323 1.7739 4.5069 -0.425
O -0.8410 1.0216 0.2135 -0.428
O 1.8737 -0.0018 -6.3038 -0.429
O -2.2422 -0.5810 3.1743 -0.394
O -2.7987 -3.0498 -0.4588 -0.353
C 2.5294 1.9918 -5.1827 -0.461
C -0.7961 -3.9620 -1.3022 -0.621
C -1.5783 -3.2639 -2.4406 -0.079
C 2.5833 0.4569 -5.1559 0.024
C -1.7102 -3.8747 -0.0369 -0.266
C 0.6150 -0.1602 -1.2589 -0.668
C 1.2008 1.8275 3.0803 -0.450
C 0.4722 1.2968 -1.6500 -0.333
C -2.1150 -1.9790 3.2698 -0.249
C 1.5148 3.0843 4.9561 -0.473
C -1.9293 -0.0469 4.4501 -0.311
C 2.6364 3.5426 4.0270 -0.587
C -2.9747 -3.1413 -1.8528 -0.663
C -0.5783 -0.3170 -0.2780 0.358
C 1.5820 1.0806 -7.1624 -0.447
C -2.5258 -1.0503 5.4701 -0.551
C 0.1689 1.8770 -0.2593 -0.331
C 1.4284 2.2779 -6.2070 -0.547
C 2.2145 2.9417 2.6851 -0.361
C -2.4315 -2.3660 4.7181 -0.612
H 2.3066 2.4218 -4.2063 0.204
H 1.8035 3.0640 6.0072 0.314
H -3.5521 -0.7515 5.6877 0.262
H -3.5411 -2.2752 -2.1944 0.347
H -1.6239 -3.0132 5.0711 0.279
H 2.6658 4.6360 3.9648 0.302
H -1.1098 -2.2843 -2.5323 -0.140
H 0.5988 -0.9103 -2.0530 0.310
H -0.8447 0.0082 4.5994 0.113
H 1.5589 -0.3758 -0.7452 0.246
H -2.7407 -2.4988 2.5388 0.315
H 3.0398 2.4771 2.1484 0.289
H -2.0640 -4.8794 0.1948 0.470
H 3.6246 3.2221 4.3469 0.267
H -1.4434 -0.5122 -0.9169 0.027
H -3.3245 -2.9834 4.8296 0.266
H -2.3435 0.9546 4.5272 0.386
H 2.3580 1.1640 -7.9304 0.283
H 0.1863 -3.5022 -1.2258 0.261
H -3.5836 -4.0300 -2.0794 0.325
H 2.1422 0.0353 -4.2510 -0.094
H 1.4788 3.2713 -6.6470 0.374
H 1.3082 1.8016 -2.1319 0.198
H -0.6916 -5.0219 -1.5414 0.335
H -1.2278 -3.3574 0.7857 0.014
H -2.0032 -1.0614 6.4258 0.299
H 0.2028 2.1666 2.7856 0.278
H -0.1076 2.9260 -0.3811 0.377
H 1.6955 3.6801 2.0791 0.249
H 3.4798 2.4093 -5.5197 0.329
H -0.4503 -0.9569 0.5907 -0.143
H 1.3839 0.8512 2.6442 0.349
H -0.4410 1.3769 -2.2440 0.269
H 0.6095 0.9212 -7.6362 0.300
H 3.6212 0.1184 -5.2480 0.260
H 0.6093 3.7053 4.9150 0.282
H -1.5072 -3.8267 -3.3664 0.383
H 0.4685 2.1839 -5.6943 0.230
H 1.0383 1.8064 0.4055 0.042
H -1.1112 -2.3393 2.9949 0.202
```

Results
2S+1: 1
LUMO: 0.75 eV
Structure (SMILES): C1CCOC1.C1CCOC1.C1CCOC1.C1CCOC1.C1CCOC1
Relative energy (zero: lowest compared OMol25 entry of this formula, charge and spin): 3.677 eV
Net charge: 0
HOMO: -0.3415 hartree
Total energy: -31623.24939 eV
HOMO-LUMO gap: 10.047 eV